# 1
Molecular formula: C69H171CuN10O22
Method: DFT, ωB97M-V/def2-TZVPD

Computed properties:
Kohn-Sham gap   6.30 eV
Highest occupied orbital energy   -0.2210 Eh
Energy   -178888.223 eV

Element x y z (Å)
Cu  -27.26524  21.22661  -13.75859
C  -30.72413  20.91164  -14.40697
C  -30.19691  20.17952  -15.72297
C  -30.48934  21.11629  -16.91496
C  -29.62749  20.70894  -18.17707
C  -28.20110  20.53939  -17.81199
C  -27.90136  19.57305  -16.70878
N  -28.71261  20.02628  -15.57002
O  -28.38686  19.24761  -14.36572
C  -26.36503  19.71221  -16.52908
C  -28.22014  18.13306  -17.19953
C  -31.07676  18.89356  -15.96020
H  -30.30346  21.91699  -14.38659
H  -30.48151  20.31529  -13.52743
H  -31.79581  21.10768  -14.44122
H  -30.43128  22.16358  -16.61849
H  -31.54344  21.03473  -17.18015
H  -29.85494  21.45257  -18.94086
H  -29.95568  19.77491  -18.63313
H  -27.86091  21.52126  -17.48294
H  -27.57913  20.38712  -18.69406
H  -26.21628  20.42329  -15.71646
H  -25.73051  19.89790  -17.39568
H  -25.92368  18.74550  -16.28663
H  -29.08976  18.05266  -17.85173
H  -28.19254  17.42019  -16.37540
H  -27.50585  17.78327  -17.94487
H  -32.07627  19.20645  -16.26213
H  -31.09602  18.20241  -15.11756
H  -30.76263  18.24807  -16.78043
C  -23.58455  17.09692  -14.96466
C  -22.28116  17.66909  -15.56442
O  -22.49533  18.65842  -16.47158
H  -23.34106  16.75487  -13.95877
H  -23.95840  16.15806  -15.37318
H  -24.37547  17.82563  -14.78711
H  -21.70759  16.89157  -16.06898
H  -21.58824  18.09144  -14.83671
H  -22.55889  18.32068  -17.36796
C  -31.31829  16.49472  -11.69846
C  -30.72363  17.83638  -11.28260
O  -31.75687  18.74133  -11.03331
H  -31.98551  16.70329  -12.53477
H  -31.88690  16.05911  -10.87686
H  -30.42042  15.89245  -11.83700
H  -29.97483  18.26259  -11.95025
H  -30.16485  17.77967  -10.34844
H  -31.49305  19.56515  -11.44963
C  -25.01107  23.67894  -19.40135
C  -23.63899  23.69375  -18.59782
O  -23.56054  22.68781  -17.66676
H  -24.84584  24.19972  -20.34452
H  -25.77060  24.19189  -18.81136
H  -25.30318  22.65325  -19.62663
H  -23.51679  24.64526  -18.08035
H  -22.76936  23.69493  -19.25496
H  -23.89808  21.85035  -17.99284
C  -31.62448  21.18114  -21.67951
O  -31.65020  20.14654  -22.78912
C  -32.71605  19.20438  -22.79534
C  -32.21733  17.79060  -22.88266
N  -33.37967  16.88970  -23.01119
C  -33.00351  15.47314  -23.16693
C  -32.40837  15.07875  -24.55474
O  -33.34069  15.25715  -25.59757
C  -34.19980  14.24814  -25.85758
H  -31.73208  20.72030  -20.69759
H  -32.39598  21.90244  -21.94899
H  -30.74627  21.82667  -21.69135
H  -33.09893  19.37132  -23.80213
H  -33.51555  19.38616  -22.07712
H  -31.68683  17.68347  -21.93651
H  -31.45212  17.66190  -23.64815
H  -33.83431  17.02925  -23.90222
H  -33.94785  14.96138  -22.98140
H  -32.46466  15.19268  -22.26190
H  -32.00053  14.07010  -24.48844
H  -31.54627  15.71200  -24.76416
H  -33.73162  13.28672  -26.06874
H  -34.74986  14.55174  -26.74829
H  -34.95750  13.96262  -25.12787
C  -29.86205  15.73691  -20.23537
O  -30.28378  14.53361  -19.71314
C  -29.77774  14.11277  -18.41487
C  -30.37162  12.76178  -18.08532
N  -29.79827  12.11925  -16.92070
C  -30.59655  11.09998  -16.26785
C  -31.10506  9.86317  -17.04213
O  -32.08965  10.20438  -18.04209
C  -32.67988  9.01348  -18.65212
H  -28.88948  15.92777  -19.78174
H  -30.40864  16.64913  -19.99623
H  -29.78596  15.70153  -21.32215
H  -29.87570  14.81837  -17.58987
H  -28.73454  13.90824  -18.65576
H  -30.39610  12.05821  -18.91749
H  -31.37566  13.10622  -17.83755
H  -28.96022  11.63124  -17.20286
H  -31.49424  11.53360  -15.82715
H  -30.07862  10.72530  -15.38498
H  -31.66449  9.32860  -16.27442
H  -30.27189  9.28489  -17.44153
H  -33.24095  9.57520  -19.39896
H  -33.27702  8.50762  -17.89343
H  -31.84309  8.43702  -19.04656
C  -22.61896  15.99081  -18.73767
O  -22.72505  17.41650  -18.65669
C  -23.69199  17.95807  -19.55757
C  -23.13938  17.89564  -21.00508
N  -24.14568  17.27076  -21.90474
C  -23.52966  17.12161  -23.25369
C  -22.75131  15.81081  -23.55675
O  -23.75927  14.78430  -23.63083
C  -24.02947  14.17312  -24.90373
H  -23.56232  15.45999  -18.60969
H  -21.92636  15.44490  -18.09704
H  -22.40407  15.68833  -19.76257
H  -23.85872  18.98618  -19.23618
H  -24.58329  17.33668  -19.47062
H  -22.19718  17.35683  -21.10529
H  -23.04533  18.92918  -21.33830
H  -24.86550  17.95748  -22.07903
H  -22.91457  17.90232  -23.70119
H  -24.43894  16.93642  -23.82551
H  -22.11122  15.57885  -22.70553
H  -22.22311  15.91709  -24.50427
H  -24.80954  14.81820  -25.30803
H  -24.45678  13.20735  -24.63390
H  -23.13384  13.92555  -25.47352
C  -31.44603  14.76629  -14.66418
O  -32.76855  14.60812  -14.93885
C  -33.18371  15.20806  -16.22600
C  -34.47902  14.64281  -16.79123
N  -35.68170  15.13650  -16.16228
C  -36.36818  16.38392  -16.59399
C  -36.69238  16.23239  -18.13715
O  -37.80691  16.90788  -18.46001
C  -38.02231  17.15968  -19.83159
H  -31.26797  14.50372  -13.62138
H  -31.14733  15.81308  -14.71994
H  -30.67189  14.23585  -15.21863
H  -32.38020  15.09739  -16.95417
H  -33.43005  16.26792  -16.29015
H  -34.58789  13.57053  -16.95395
H  -34.63321  14.90557  -17.83778
H  -35.44679  15.28866  -15.19183
H  -35.72237  17.26052  -16.54285
H  -37.30458  16.52699  -16.05475
H  -36.79921  15.18192  -18.40772
H  -35.84840  16.53795  -18.75555
H  -37.19353  17.51253  -20.44535
H  -38.94269  17.74315  -19.80770
H  -38.08010  16.15542  -20.25140
C  -26.63082  19.84739  -23.88778
O  -25.91037  19.14994  -22.81590
C  -26.44899  19.32691  -21.54208
C  -27.68375  18.40057  -21.17364
N  -27.35174  17.02894  -21.40449
C  -27.45790  16.57062  -22.81530
C  -27.32891  15.03776  -22.90664
O  -27.69293  14.56789  -24.21440
C  -27.60418  13.15715  -24.27947
H  -26.67247  20.92374  -23.72093
H  -27.62322  19.44591  -24.09288
H  -26.06149  19.70638  -24.80652
H  -26.77736  20.35372  -21.38103
H  -25.64494  19.23389  -20.81205
H  -28.57031  18.79099  -21.67331
H  -27.84080  18.70630  -20.13925
H  -26.44861  16.76309  -21.03874
H  -26.68973  17.05225  -23.42033
H  -28.39293  16.91956  -23.25353
H  -27.96712  14.55972  -22.16349
H  -26.34241  14.71261  -22.57622
H  -28.29696  12.74686  -23.54474
H  -26.56547  12.85718  -24.14093
H  -27.80045  12.93927  -25.32927
C  -26.04377  13.47483  -15.77492
O  -26.58019  13.97832  -14.60947
C  -27.37751  15.15530  -14.81541
C  -27.64177  15.85446  -13.44080
N  -27.79252  14.79490  -12.52130
C  -27.71373  15.10829  -11.05959
C  -26.23088  14.99104  -10.56061
O  -26.14222  15.31293  -9.15260
C  -24.89855  15.39894  -8.54241
H  -25.52326  14.13079  -16.47270
H  -26.76230  13.09231  -16.49982
H  -25.33026  12.66968  -15.59959
H  -28.37859  14.90521  -15.16668
H  -27.05084  15.95649  -15.47836
H  -28.43600  16.60097  -13.44606
H  -26.74800  16.43030  -13.20062
H  -27.07259  14.10821  -12.69529
H  -28.34852  14.53078  -10.38755
H  -28.15081  16.08707  -10.86198
H  -25.66055  15.80655  -11.00533
H  -25.78968  14.07302  -10.94879
H  -24.43485  14.42382  -8.69147
H  -25.18297  15.43211  -7.49069
H  -24.24117  16.23439  -8.78318
C  -31.01714  24.91805  -18.20329
O  -29.90843  25.69448  -17.76771
C  -30.25674  27.11996  -17.66562
C  -31.18307  27.39738  -16.41390
N  -30.66436  27.04955  -15.11239
C  -29.50381  27.82968  -14.58899
C  -29.85935  29.31956  -14.21827
O  -28.65023  30.01901  -14.01450
C  -28.27806  30.89390  -15.07740
H  -31.72708  24.54467  -17.46526
H  -30.62859  24.07259  -18.77103
H  -31.57361  25.45428  -18.97198
H  -30.61507  27.47920  -18.63031
H  -29.40329  27.77761  -17.50063
H  -32.00267  26.68848  -16.53143
H  -31.61785  28.38509  -16.26064
H  -30.47351  26.05895  -15.16111
H  -28.60732  27.73661  -15.20197
H  -29.06323  27.30746  -13.73971
H  -30.47009  29.26729  -13.31696
H  -30.40863  29.62111  -15.11015
H  -27.24266  31.20858  -14.94685
H  -28.94886  31.74711  -14.97675
H  -28.54909  30.53024  -16.06855
C  -22.17379  24.26674  -13.49743
O  -22.69605  23.04370  -13.07509
C  -23.41349  22.38339  -14.04480
C  -23.80903  20.98953  -13.59750
N  -24.91823  20.91851  -12.64853
C  -25.04200  19.50336  -12.30413
C  -26.11507  19.12796  -11.27265
O  -25.38905  19.05643  -10.05363
C  -26.11505  18.79100  -8.83532
H  -21.54480  24.46434  -12.62944
H  -22.94844  24.97258  -13.79711
H  -21.45986  24.04505  -14.29070
H  -22.76006  22.20550  -14.89891
H  -24.27235  22.98687  -14.33852
H  -22.94724  20.49911  -13.14483
H  -24.02032  20.54164  -14.56852
H  -24.65038  21.48511  -11.85649
H  -24.11966  19.06641  -11.92140
H  -25.28499  18.97005  -13.22317
H  -26.66467  18.25728  -11.63033
H  -26.83015  19.93387  -11.10757
H  -26.27060  19.71737  -8.28239
H  -25.56882  18.04083  -8.26350
H  -27.03801  18.31328  -9.16399
C  -29.16305  21.65129  -10.92686
O  -28.59162  22.13378  -12.14736
C  -28.49843  23.57987  -12.31434
C  -28.33793  24.12228  -13.75923
N  -27.24411  23.43541  -14.38951
C  -27.23614  23.69586  -15.84668
C  -27.08311  25.18212  -16.13595
O  -26.14710  25.61763  -15.24617
C  -25.05454  26.35741  -15.88616
H  -30.21509  21.90252  -10.79196
H  -28.46382  21.96568  -10.15204
H  -29.09796  20.56395  -10.96623
H  -27.67890  23.93122  -11.68741
H  -29.38268  24.07178  -11.90909
H  -28.12452  25.19030  -13.71569
H  -29.28840  23.96155  -14.26804
H  -26.52818  24.09652  -14.12404
H  -28.24881  23.59231  -16.23639
H  -26.58583  23.01796  -16.39953
H  -28.05934  25.62546  -15.93965
H  -26.82923  25.47193  -17.15559
H  -24.49469  26.82621  -15.07690
H  -25.50124  27.07604  -16.57328
H  -24.34130  25.76261  -16.45678

---

# 2
Molecular formula: C5H8N2O
Method: DFT, ωB97M-V/def2-TZVPD

Computed properties:
ΔE to the lowest compared entry with this formula, charge and spin   6.1930 eV
SMILES   O[C@@H]1[C@H]2CC=NN[C@H]12
Kohn-Sham gap   9.50 eV
Highest occupied orbital energy   -0.3167 Eh
Energy   -10336.533 eV

Element x y z (Å)
C  0.66776  -0.54198  -1.43717
C  0.38756  -0.65741  -0.06280
C  0.72421  -0.15868  1.28406
C  -0.37150  0.71080  1.65314
C  -0.25879  0.59035  -0.74996
H  -0.51755  -1.69235  -2.33906
H  1.75052  -0.31774  -1.48209
H  -0.42517  -1.43378  -0.09934
H  1.81539  0.44343  1.32297
H  0.95762  -0.98186  2.12360
H  -0.41184  1.20729  2.67001
H  -2.22630  1.20315  -0.98669
H  0.39001  1.44347  -0.39077
N  -1.32996  1.20295  0.99294
N  -1.59905  0.65099  -0.28658
O  0.44709  -1.66864  -2.21227

---

# 3
Molecular formula: C49H37Cl5N2OP2RuSi
Method: DFT, ωB97M-V/def2-TZVPD

Computed properties:
<S²>   6.023
ΔE to the lowest compared entry with this formula, charge and spin   0.0000 eV
Kohn-Sham gap (spin up / spin down)   7.94 / 5.91 eV
Highest occupied orbital energy (spin up / spin down)   -0.4883 / -0.4992 Eh
Energy   -148078.183 eV
Spin multiplicity   5
Charge   +2

Element x y z (Å)
Ru  0.49126  -0.00995  -0.33568
C  0.25893  2.57255  2.15613
Si  -0.60279  0.97582  1.70023
C  -2.33644  1.42476  1.19712
C  -3.39715  1.57675  2.08735
C  -4.61764  2.07217  1.65072
C  -4.78183  2.44871  0.32352
C  -3.73232  2.31988  -0.57350
C  -2.51624  1.79083  -0.14186
P  -1.08304  1.63258  -1.24919
C  -1.68898  1.27277  -2.91851
C  -0.85932  1.55066  -4.00821
C  -1.25295  1.20784  -5.28976
C  -2.48118  0.59296  -5.49962
C  -3.31247  0.32300  -4.42380
C  -2.91602  0.65126  -3.13623
C  -0.29448  3.26279  -1.34055
C  -0.95764  4.40158  -0.88685
C  -0.34947  5.64383  -0.99153
C  0.91632  5.75901  -1.54783
C  1.58442  4.62750  -1.99733
C  0.98327  3.38356  -1.88824
C  -0.19357  -0.29711  3.01329
C  -0.04460  0.06746  4.35358
C  0.41638  -0.84852  5.28924
C  0.75388  -2.13931  4.90039
C  0.61191  -2.52640  3.57538
C  0.13960  -1.60584  2.64814
P  -0.28642  -2.01475  0.93943
C  0.65958  -3.42112  0.31859
C  2.05398  -3.41721  0.40287
C  2.79566  -4.41762  -0.20031
C  2.15328  -5.42559  -0.90784
C  0.76974  -5.43441  -1.00133
C  0.02146  -4.43710  -0.39380
C  -2.00142  -2.56940  1.17562
C  -3.08972  -1.78783  0.80281
C  -4.37716  -2.18093  1.13616
C  -4.58329  -3.35793  1.84075
C  -3.49979  -4.13815  2.21969
C  -2.21101  -3.74444  1.89763
H  -0.39959  3.09141  2.86084
H  0.39496  3.24055  1.30518
H  1.21904  2.39825  2.63890
H  -3.28175  1.29596  3.12786
H  -5.44123  2.17073  2.34495
H  -5.72928  2.84609  -0.01483
H  -3.86829  2.62736  -1.60270
H  0.09514  2.03861  -3.87277
H  -0.60433  1.42837  -6.12694
H  -2.79015  0.32852  -6.50179
H  -4.26986  -0.15444  -4.58225
H  -3.56583  0.40414  -2.30767
H  -1.94179  4.32783  -0.44402
H  -0.86855  6.52498  -0.63972
H  1.38356  6.73086  -1.62940
H  2.57047  4.71469  -2.43392
H  1.51585  2.50663  -2.23897
H  -0.26871  1.07765  4.67687
H  0.52338  -0.55352  6.32427
H  1.12241  -2.84577  5.63186
H  0.87053  -3.53277  3.26908
H  2.57468  -2.63581  0.93668
H  3.87424  -4.41093  -0.12113
H  2.73228  -6.20472  -1.38444
H  0.26728  -6.22108  -1.54752
H  -1.05617  -4.45544  -0.48024
H  -2.94364  -0.87645  0.24148
H  -5.21879  -1.56979  0.83812
H  -5.58752  -3.66964  2.09369
H  -3.65699  -5.05660  2.76878
H  -1.37632  -4.35938  2.21090
Cl  3.09128  0.22164  -2.21860
C  1.83042  -0.72320  -2.94555
C  0.66872  -0.96100  -2.20810
C  -0.30889  -1.72338  -2.84992
Cl  -1.75714  -2.09298  -1.99285
C  -0.16556  -2.21491  -4.13831
Cl  -1.39818  -3.15606  -4.86261
C  1.00657  -1.93408  -4.84763
Cl  1.20044  -2.50019  -6.44235
C  2.02019  -1.18552  -4.24381
Cl  3.46529  -0.84619  -5.09479
N  6.33010  1.69241  3.85876
C  6.02872  1.99377  2.57861
O  6.74837  2.61050  1.82691
C  4.69702  1.49555  2.05889
C  4.08326  0.32419  2.47324
C  2.91418  -0.08054  1.85463
N  2.33997  0.60668  0.86001
C  2.92320  1.76207  0.48997
C  4.09066  2.22888  1.04654
H  7.20989  2.01745  4.22685
H  5.66842  1.28011  4.49015
H  4.50587  -0.29818  3.25041
H  2.41243  -0.97727  2.18573
H  2.43039  2.32634  -0.28708
H  4.54666  3.14292  0.69304

---

# 4
Molecular formula: C5H13NO
Method: DFT, ωB97M-V/def2-TZVPD

Computed properties:
ΔE to the lowest compared entry with this formula, charge and spin   1.3940 eV
SMILES   CCN(C)CCO
Kohn-Sham gap   9.38 eV
Highest occupied orbital energy   -0.3103 Eh
Energy   -8932.617 eV

Element x y z (Å)
C  0.30360  2.19593  0.93246
C  -0.35185  0.94491  0.36480
N  0.59013  0.05183  -0.28326
C  1.04924  0.61374  -1.52989
C  0.06472  -1.28379  -0.52943
C  -0.41325  -1.97237  0.73960
O  -1.81823  -1.87431  0.89677
H  1.25503  1.97344  1.41354
H  0.47934  2.95099  0.16765
H  -0.35969  2.63960  1.66757
H  -0.84163  0.40528  1.17493
H  -1.18072  1.25374  -0.30193
H  1.26998  1.67074  -1.41819
H  0.28261  0.50943  -2.31956
H  1.96771  0.15292  -1.89716
H  0.79037  -1.84670  -1.10698
H  -0.85025  -1.15490  -1.13382
H  -0.07348  -3.00548  0.78749
H  0.07394  -1.49813  1.59925
H  -2.23758  -2.72686  0.77615

---

# 5
Molecular formula: C3H3F4N4
Method: DFT, ωB97M-V/def2-TZVPD

Computed properties:
ΔE to the lowest compared entry with this formula, charge and spin   0.0000 eV
SMILES   FC(F)C(F)(F)n1nnc[nH+]1
Kohn-Sham gap   11.56 eV
Highest occupied orbital energy   -0.6303 Eh
Energy   -19980.187 eV
Charge   +1

Element x y z (Å)
F  -0.67081  1.35605  2.33025
C  -0.28466  1.70312  1.10114
F  -0.74100  2.92318  0.80319
C  -0.95716  0.71196  0.09660
F  -2.12360  0.30044  0.50315
F  -1.01861  1.23458  -1.12587
N  -0.11524  -0.53552  -0.09353
N  0.03913  -1.46034  0.79676
N  0.86703  -2.35585  0.31904
C  1.17660  -1.98440  -0.93265
N  0.60753  -0.81958  -1.18640
H  0.80942  1.67596  1.03088
H  1.82126  -2.51359  -1.62370
H  0.59011  -0.23602  -2.01887